Entry P
66
Properties=species:S:1:pos:R:3:mulliken_charge:R:1 method="wB97M-V/def2-TZVPD" total_charge=0 homo_lumo_gap_ev=8.8 multiplicity=1 homo_energy_ev=-9.242 smiles=CO.CO.CO.CO.CO.CO.CO.CO.CO.CO.CO mol_weight_g_mol=352.46
H 0.554 -4.724 3.467 0.287
H -0.512 -2.452 -0.119 0.344
O -3.577 2.022 0.810 -0.481
H 4.233 -0.882 0.622 0.266
H 3.946 -2.382 -1.030 0.420
H 2.512 2.004 1.922 0.122
H 2.428 -1.509 -0.720 0.086
O -0.514 0.055 -3.668 -0.458
H -2.521 -3.161 0.595 0.270
O -3.304 0.248 -4.001 -0.590
H -1.070 2.097 -1.162 -0.174
H 0.239 -0.075 -0.728 -0.148
H 0.500 -1.162 1.870 0.146
O 4.289 -0.564 -0.282 -0.610
H -3.204 1.651 -2.508 0.169
H -0.015 -3.692 5.593 0.289
H 1.855 1.447 -1.704 0.325
C -0.590 -3.653 4.667 -0.352
H 2.606 -0.315 5.041 0.355
C -0.127 -0.080 0.298 -0.142
H -3.100 -0.120 -2.026 -0.123
H -2.738 -3.976 -1.011 0.260
H 0.356 0.826 0.664 0.383
H 2.075 3.283 -3.321 0.292
H -4.649 0.631 -2.524 0.352
H -1.993 1.478 2.095 0.108
C 1.654 -0.223 4.517 -0.701
C 2.698 2.466 0.953 -0.632
O -2.260 3.755 -1.117 -0.589
H 2.573 -1.204 3.082 0.205
C 2.440 2.256 -3.346 -0.902
H 2.405 1.954 -4.393 0.330
O 2.679 1.621 -0.163 -0.430
H 0.142 -1.720 -4.375 0.300
H 1.925 3.215 0.778 0.246
C -3.567 0.635 -2.659 -0.140
H -1.332 -1.767 -3.336 0.181
H 0.821 -0.490 5.168 0.272
C -3.034 1.804 2.087 -0.572
O 1.671 -1.058 3.376 -0.385
H 0.265 0.511 -3.340 0.431
O -0.940 -3.040 -0.746 -0.510
C -0.360 -1.302 -3.502 -0.365
H -4.263 1.360 0.696 0.285
O 1.610 1.381 -2.630 -0.321
H -3.525 0.948 2.549 0.343
C 3.453 -1.411 -1.078 -0.369
H -1.660 -3.635 4.870 0.290
H 3.499 2.324 -3.095 0.311
H -2.761 3.216 -0.500 0.395
H 3.306 0.918 0.021 0.285
O 0.314 -1.293 0.938 -0.508
H 3.529 -0.964 -2.069 0.156
H -1.211 0.029 0.266 0.262
H 0.305 -1.523 -2.667 0.093
C -2.356 -3.104 -0.481 -0.456
H -2.862 -2.187 -0.783 0.049
H -3.166 2.662 2.745 0.294
H -0.343 3.521 -0.422 0.289
H -0.515 3.469 -2.171 0.171
H 1.579 0.827 4.236 0.230
H -0.396 -2.697 4.180 -0.015
H -2.355 0.371 -4.080 0.351
O -0.257 -4.872 3.959 -0.504
H 3.605 3.070 0.920 0.317
C -0.989 3.182 -1.233 -0.082

Entry Q
66
Properties=species:S:1:pos:R:3:mulliken_charge:R:1 method="wB97M-V/def2-TZVPD" total_charge=0 homo_lumo_gap_ev=9.4 multiplicity=1 homo_energy_ev=-9.644 smiles=CO.CO.CO.CO.CO.CO.CO.CO.CO.CO.CO mol_weight_g_mol=352.46
H 17.653 -37.170 23.680 0.100
H 14.425 -38.811 25.361 0.249
H 13.768 -38.381 22.415 0.268
H 15.948 -30.879 27.191 0.209
H 13.659 -33.057 27.684 0.330
C 14.181 -32.865 20.592 -0.600
H 17.115 -32.185 26.964 -0.170
H 17.699 -30.834 27.757 0.346
O 13.424 -34.280 26.234 -0.550
H 18.744 -33.982 22.219 0.281
H 13.964 -34.473 25.463 0.213
H 14.853 -34.253 19.336 0.305
H 17.206 -36.207 27.668 0.149
H 16.155 -37.824 23.797 -0.126
C 16.780 -31.410 27.653 -0.177
H 19.734 -32.743 24.590 0.382
C 15.577 -30.528 23.839 -0.127
O 18.652 -34.777 25.625 0.181
C 17.166 -38.134 23.533 -0.148
H 14.684 -37.536 26.529 0.034
H 18.439 -39.012 22.378 0.324
H 16.777 -30.106 22.278 0.312
H 13.168 -37.146 21.172 0.295
H 19.435 -31.958 22.965 0.298
H 15.604 -35.416 27.871 -0.089
H 19.462 -36.528 26.223 0.211
H 16.752 -34.708 23.477 0.724
H 17.693 -38.765 24.248 0.394
H 16.067 -36.284 29.100 0.407
H 14.147 -32.002 19.928 0.399
H 13.813 -32.247 26.132 0.270
O 14.168 -39.339 27.292 -0.540
H 14.634 -36.945 22.209 0.086
H 18.119 -32.604 23.998 0.227
O 14.668 -34.665 23.854 -0.577
C 19.805 -35.542 25.908 -0.872
O 16.334 -31.966 28.791 -0.540
H 18.240 -34.981 28.937 0.328
O 17.565 -38.624 22.293 -0.547
O 17.335 -34.659 28.929 -0.581
C 14.014 -38.354 26.260 -0.320
O 14.050 -34.046 19.819 -0.506
C 16.021 -34.598 24.278 0.019
H 13.044 -37.875 26.131 0.285
H 20.482 -35.610 25.057 0.326
H 16.109 -35.439 24.967 -0.015
O 16.721 -29.918 23.218 -0.567
H 15.118 -32.809 21.146 0.097
H 13.399 -32.645 21.319 0.318
H 13.362 -36.638 23.864 0.277
O 12.796 -36.819 23.111 -0.498
H 14.643 -34.537 22.903 0.094
H 16.251 -33.737 24.906 -0.175
C 16.552 -35.662 28.348 -0.163
H 15.085 -33.391 26.816 -0.257
C 19.150 -32.739 23.670 -0.876
C 14.027 -33.174 26.665 -0.135
H 15.267 -31.415 23.286 0.019
H 14.730 -29.846 23.909 0.410
H 13.650 -40.101 27.022 0.309
O 19.266 -33.969 23.025 -0.493
H 20.280 -34.903 26.653 0.294
C 13.618 -37.335 22.146 -0.426
H 18.847 -34.209 24.876 0.031
H 15.818 -30.747 24.879 -0.082
H 16.576 -32.895 28.765 0.354

Entry R
66
Properties=species:S:1:pos:R:3:mulliken_charge:R:1 method="wB97M-V/def2-TZVPD" total_charge=0 homo_lumo_gap_ev=9.8 multiplicity=1 homo_energy_ev=-9.589 smiles=CO.CO.CO.CO.CO.CO.CO.CO.CO.CO.CO mol_weight_g_mol=352.46
H -3.604 -0.318 -3.607 0.184
H 2.852 1.141 -3.326 0.314
H 4.906 1.201 -2.176 0.339
C 3.951 0.838 -1.791 -0.504
H -1.300 2.666 2.597 0.076
O -2.248 -4.085 -2.122 -0.505
H -0.415 6.454 0.327 0.326
H -4.559 -1.176 1.272 0.342
H -0.319 -1.382 3.925 0.427
H -3.148 -3.396 0.694 0.292
H 4.152 2.806 1.266 0.260
H -1.375 -0.119 3.349 0.316
H -0.739 2.776 4.818 0.302
C -0.984 3.598 3.074 -0.287
H -3.971 1.372 -3.620 0.287
H -2.430 -2.821 -3.791 0.210
H -0.163 1.047 0.776 -0.181
H 3.023 1.800 3.033 0.363
H 3.094 0.714 1.642 0.266
C 0.026 0.762 -0.258 0.149
O -3.428 0.652 -1.767 -0.514
O 0.369 0.572 4.282 -0.482
H 0.717 -2.558 -0.936 0.295
H -0.716 -1.037 -0.518 0.195
H 1.690 5.465 -1.022 0.271
C 2.728 1.688 1.987 -0.133
H 2.819 -1.333 -1.616 0.127
H 4.149 0.049 -1.063 0.225
H 1.079 4.869 0.527 0.159
H 1.021 0.309 -0.351 0.114
O -0.133 -2.780 -0.518 -0.130
C -3.292 0.640 -3.169 -0.566
C -3.098 -2.485 1.294 -0.076
H -1.713 -3.352 -1.800 0.288
O -0.198 6.164 -0.561 -0.540
O 3.196 2.762 1.181 -0.500
H 0.061 1.640 -0.902 0.207
H 0.208 0.335 5.200 0.294
H -1.615 4.400 2.692 0.296
C 0.786 5.150 -0.482 -0.317
O -4.384 -2.030 1.673 -0.572
H 0.111 -0.418 2.489 -0.089
H -0.801 -3.810 1.085 0.263
H -2.445 -4.588 -4.125 0.270
H 2.979 -3.200 -2.939 0.308
H -2.466 -2.679 2.171 0.223
H -2.542 -1.739 0.717 -0.141
H -2.556 0.471 -1.387 0.465
H 3.465 1.638 -1.221 0.201
C 0.054 -3.823 0.414 -0.822
H 1.644 1.672 1.934 -0.264
H 0.055 3.824 2.814 0.146
O 3.107 0.354 -2.836 -0.536
C -2.735 -3.804 -3.425 -0.596
O -0.957 -0.131 -0.762 -0.592
H -3.833 -3.778 -3.419 0.252
H -2.274 0.891 -3.474 0.226
H 0.201 -4.801 -0.045 0.259
H 4.118 -3.325 -1.618 0.294
H 2.532 -4.156 -1.504 0.255
O -1.198 3.549 4.479 -0.554
C 3.051 -3.267 -1.848 -0.723
H 0.449 4.273 -1.045 0.104
C -0.314 -0.378 3.491 -0.414
O 2.446 -2.136 -1.237 -0.443
H 0.911 -3.639 1.078 0.291

Most stable structure: entry R

Entry P
18
Properties=species:S:1:pos:R:3:mulliken_charge:R:1 method="wB97M-V/def2-TZVPD" total_charge=0 homo_lumo_gap_ev=8.0 multiplicity=1 homo_energy_ev=-7.676 smiles="CP(C)(C)=CC=O" mol_weight_g_mol=118.12
C -0.164 0.186 -1.851 -1.423
C 0.908 -1.506 0.075 -1.024
H -0.549 2.146 1.149 0.260
H 0.784 0.442 -2.461 0.319
O 1.832 2.639 2.167 -0.569
C 0.277 1.494 0.811 -0.512
H -2.773 0.127 0.263 0.347
C 1.402 1.640 1.597 -0.069
H 2.232 0.849 1.570 0.096
H 1.873 -0.957 0.452 0.263
H -0.641 -0.543 -2.377 0.487
H 1.248 -2.233 -0.763 0.318
P -0.245 -0.079 -0.058 1.086
H -2.072 -1.373 -0.724 0.338
C -1.978 -0.680 0.169 -1.079
H -0.719 1.026 -2.124 0.450
H -1.993 -1.174 1.137 0.356
H 0.578 -2.004 0.969 0.357

Entry Q
18
Properties=species:S:1:pos:R:3:mulliken_charge:R:1 method="wB97M-V/def2-TZVPD" total_charge=0 homo_lumo_gap_ev=9.6 multiplicity=1 homo_energy_ev=-8.740 smiles="C=CP[C@@H](C)CO" mol_weight_g_mol=118.12
H 2.324 0.427 1.518 0.306
H 0.312 1.801 0.035 0.443
C 3.256 -0.296 -0.178 -0.550
C -1.841 -0.841 -0.114 -1.053
C -0.653 1.375 -0.073 -1.250
H 2.912 -1.000 -1.009 0.135
H -0.953 0.355 1.614 0.528
O -3.126 -0.388 0.186 -0.514
H 0.479 -1.109 -1.071 0.007
H -1.843 -2.031 -0.012 0.317
H 4.215 0.202 -0.040 0.289
C -0.771 0.000 0.619 0.213
P 0.653 -1.170 0.360 -0.060
H -1.537 -0.745 -1.127 0.531
H -0.931 1.279 -1.238 0.211
C 2.179 -0.088 0.535 -0.210
H -1.363 1.985 0.488 0.345
H -3.312 0.243 -0.494 0.313

Most stable structure: entry P

Entry P
11
Properties=species:S:1:pos:R:3:mulliken_charge:R:1 method="wB97M-V/def2-TZVPD" total_charge=-1 homo_lumo_gap_ev=7.9 multiplicity=1 homo_energy_ev=-3.270 mol_weight_g_mol=63.08
H 1.366 -0.427 0.104 0.429
H 2.253 -1.010 -1.209 0.174
H -0.459 0.805 -1.102 0.288
C -0.811 0.857 -0.070 -1.097
H -1.100 -0.455 1.614 0.249
H -0.343 1.736 0.383 0.285
H -1.089 -1.200 0.043 0.173
O 0.774 -0.741 0.925 -0.616
H -1.887 1.056 -0.137 0.361
O 1.832 -0.169 -1.216 -1.040
C -0.535 -0.453 0.663 -0.205

Entry Q
11
Properties=species:S:1:pos:R:3:mulliken_charge:R:1 method="wB97M-V/def2-TZVPD" total_charge=-1 homo_lumo_gap_ev=7.7 multiplicity=1 homo_energy_ev=-2.969 mol_weight_g_mol=63.08
C 0.844 -0.562 -0.448 -0.288
H 0.804 1.387 0.385 0.219
H -2.889 0.763 -0.610 0.239
H 1.777 -0.423 -1.060 0.245
C 0.924 0.377 0.768 -1.016
H -1.581 -0.146 -0.466 0.454
H 1.883 0.326 1.282 0.381
H 0.927 -1.614 -0.072 0.162
O -2.516 0.087 -0.035 -0.771
H 0.099 0.158 1.434 0.266
O -0.274 -0.354 -1.179 -0.890

Most stable structure: entry Q

Entry P
14
Properties=species:S:1:pos:R:3:mulliken_charge:R:1 method="wB97M-V/def2-TZVPD" total_charge=-1 homo_lumo_gap_ev="5.4 / 5.5" multiplicity=2 s2=0.76 homo_energy_ev="-0.974 / -1.108" mol_weight_g_mol=71.12
H -0.472 -0.898 -2.075 0.456
H -1.815 -0.799 0.676 0.260
H 2.102 4.577 4.170 0.009
N -0.689 0.572 -0.347 -0.889
H 1.199 -1.755 -1.824 0.442
H 2.718 4.242 4.580 -0.009
H 1.357 0.626 -0.754 0.279
H -2.612 -0.223 -0.845 0.242
C 0.590 -0.022 -0.321 -0.343
H -1.253 -2.626 -1.016 0.326
C -1.639 -0.451 -0.366 -0.359
C -0.928 -1.619 -1.228 -0.826
H 0.994 -0.424 0.637 0.245
C 0.449 -1.199 -1.287 -0.832

Entry Q
14
Properties=species:S:1:pos:R:3:mulliken_charge:R:1 method="wB97M-V/def2-TZVPD" total_charge=-1 homo_lumo_gap_ev="2.7 / 8.9" multiplicity=2 s2=0.75 homo_energy_ev="1.527 / -4.654" mol_weight_g_mol=71.12
C 0.943 0.630 -0.501 -0.211
C 1.953 0.874 -1.324 -0.289
H 0.533 1.396 0.158 -0.058
H 2.435 0.145 -1.958 0.507
H 1.268 -1.207 0.451 0.407
H 0.048 -1.341 -0.722 0.459
H 2.273 1.905 -1.426 0.292
N -0.576 -0.433 1.106 0.568
H -2.581 -0.972 0.787 1.143
H -2.315 0.771 1.189 0.415
H -0.520 -1.018 1.923 0.536
C -1.927 -0.093 0.654 -2.933
C 0.372 -0.675 0.090 -2.276
H -1.904 0.019 -0.426 0.441

Most stable structure: entry Q